This record from the OMol25 dataset describes an isolated molecule of C3H2F2N2 in a non-equilibrium geometry. The level of theory is the ωB97M-V functional and the def2-TZVPD basis.

```
9
Properties=species:S:1:pos:R:3:forces:R:3
C -0.44518 -0.57729 0.06646 -0.544 0.266 1.532
C 0.91469 -0.29329 0.65055 0.180 -0.782 -0.706
C -0.46653 0.66514 -0.87781 0.967 -1.362 1.887
N 1.42330 0.76870 0.20797 0.881 0.434 0.260
N 0.56360 1.37514 -0.67143 -1.731 1.323 -1.881
F -0.86610 -1.86610 -0.19079 0.917 0.123 -1.296
F -1.55199 1.08641 -1.43617 -0.534 0.132 -0.861
H -1.12984 -0.41588 0.90353 -0.115 1.366 0.068
H 1.55805 -0.74283 1.34769 -0.022 -1.500 0.997
```
Forces are in eV/Å.

Summary:
LUMO level (hartree): -0.0161
Frontier orbital gap (eV): 10.175
HOMO (eV): -10.614
Energy (a.u.): -424.6612
Strongest force on any atom (hartree/bohr): 0.056

=====

This record from the OMol25 dataset describes an isolated molecule of C3H2F2O in a non-equilibrium geometry. The level of theory is the ωB97M-V functional and the def2-TZVPD basis.

```
8
Properties=species:S:1:pos:R:3:forces:R:3
C -0.52698 -1.71808 0.45358 -0.826 1.363 1.702
C -2.44505 -0.52357 -0.14669 -1.659 -0.933 -1.027
C -0.34411 -0.24519 0.06830 2.720 -2.503 -4.209
O -1.55045 0.34776 0.10721 -2.053 2.315 0.516
F 0.41974 -2.33818 -0.11908 1.412 -1.335 -1.178
F -3.62891 0.04762 0.00353 0.472 0.080 0.136
H 0.29839 0.24125 0.71826 1.409 0.845 1.499
H 0.19181 -0.20492 -1.03971 -1.474 0.168 2.561
```
Forces are in eV/Å.

Summary:
LUMO level (hartree): 0.0005
Frontier orbital gap (eV): 8.968
HOMO (eV): -8.953
Energy (a.u.): -390.2671
Strongest force on any atom (hartree/bohr): 0.109

=====

This record from the OMol25 dataset describes a cluster of 2 separate species, C3H2F2O2 in total in a non-equilibrium geometry. The level of theory is the ωB97M-V functional and the def2-TZVPD basis.

```
9
Properties=species:S:1:pos:R:3:forces:R:3
C -0.83393 2.35363 -1.10401 -0.161 -0.062 0.009
C 0.48440 -1.59367 0.04760 -0.169 -0.181 0.306
C 0.35366 -0.76003 1.06159 0.131 0.126 -0.333
O -1.51349 2.48517 -0.19226 -0.957 0.227 1.419
O -0.16626 2.21151 -2.02004 1.124 -0.178 -1.439
F 0.91944 -1.15799 -1.13719 0.153 0.228 -0.283
F -0.09312 -1.18113 2.24592 -0.113 -0.219 0.273
H 0.26057 -2.65121 0.06188 -0.034 0.026 0.120
H 0.58873 0.29372 1.03650 0.024 0.033 -0.074
```
Forces are in eV/Å.

Summary:
LUMO level (hartree): 0.0204
Frontier orbital gap (eV): 10.549
HOMO (eV): -9.994
Energy (a.u.): -465.7168
Strongest force on any atom (hartree/bohr): 0.036

=====

This record from the OMol25 dataset describes an isolated molecule of C3H2F2O2S in a non-equilibrium geometry. The level of theory is the ωB97M-V functional and the def2-TZVPD basis.

```
10
Properties=species:S:1:pos:R:3:forces:R:3
C -1.06897 1.16075 0.09218 -0.025 -0.398 -0.310
C -2.36999 0.94099 0.08488 -0.281 -0.503 0.398
C -0.17914 0.00404 0.12777 0.895 -1.381 0.530
O -3.39003 -1.47982 -0.70377 -2.310 -1.760 -3.353
O -1.00361 -1.16638 0.00594 -0.731 0.093 0.423
F -0.47491 2.31982 -0.06889 0.184 1.044 -0.019
F -3.25454 1.95693 -0.06271 0.229 -1.219 0.295
S -2.67189 -1.00715 0.38027 3.650 3.792 2.383
H 0.65254 -0.00098 -0.57026 -0.667 0.153 -1.473
H 0.51782 -0.09217 0.96647 -0.943 0.179 1.125
```
Forces are in eV/Å.

Summary:
LUMO level (hartree): 0.0166
Frontier orbital gap (eV): 10.538
HOMO (eV): -10.085
Energy (a.u.): -863.8055
Strongest force on any atom (hartree/bohr): 0.112

=====

This record from the OMol25 dataset describes a structure of composition C3H2F4 in a non-equilibrium geometry. The level of theory is the ωB97M-V functional and the def2-TZVPD basis.

```
9
Properties=species:S:1:pos:R:3:forces:R:3
C 0.14413 0.32765 0.71229 -2.850 -0.493 -3.990
C 1.19125 -0.45561 0.68277 0.544 0.173 0.364
C -0.99148 0.32071 -0.87167 3.042 0.710 3.676
F 1.98387 -0.68816 1.72771 -0.143 0.004 -0.219
F 1.68468 -1.06677 -0.37687 -0.125 0.006 0.169
F -2.22099 0.09482 -0.43214 -0.359 -0.071 0.014
F -0.60395 -0.64576 -1.68439 -0.057 -0.206 -0.245
H -0.30470 0.80156 1.55751 0.127 0.094 0.343
H -0.88281 1.31156 -1.31521 -0.178 -0.218 -0.113
```
Forces are in eV/Å.

Summary:
LUMO level (hartree): 0.0360
Frontier orbital gap (eV): 11.267
HOMO (eV): -10.289
Energy (a.u.): -514.8974
Strongest force on any atom (hartree/bohr): 0.096

=====

This record from the OMol25 dataset describes a cluster of 2 separate species, C3H2F4O in total in a non-equilibrium geometry. The level of theory is the ωB97M-V functional and the def2-TZVPD basis.

```
10
Properties=species:S:1:pos:R:3:forces:R:3
C 1.48945 1.13099 -0.50564 -0.086 -0.269 -0.132
C -1.66636 -0.77971 1.06074 -0.072 2.207 0.261
C 0.51293 0.81403 -1.33947 -0.044 -0.034 -0.094
O -1.62076 -2.00621 0.80225 0.082 -1.889 -0.287
F 1.61542 2.35669 0.00496 -0.139 0.337 -0.003
F -1.22929 -0.52937 2.31495 -0.040 -0.675 -0.264
F -0.42728 1.61720 -1.79407 0.280 -0.082 0.235
F 0.38492 -0.40262 -1.84840 0.058 0.154 0.112
H 2.24590 0.43363 -0.18277 -0.101 -0.121 -0.093
H -1.30493 -2.63463 1.48744 0.061 0.371 0.263
```
Forces are in eV/Å.

Summary:
LUMO level (hartree): 0.0196
Frontier orbital gap (eV): 10.303
HOMO (eV): -9.769
Energy (a.u.): -590.1000
Strongest force on any atom (hartree/bohr): 0.043

=====

This record from the OMol25 dataset describes a cluster of 2 separate species, C3H2F4O in total in a non-equilibrium geometry. The level of theory is the ωB97M-V functional and the def2-TZVPD basis.

```
10
Properties=species:S:1:pos:R:3:forces:R:3
C -1.23611 0.24108 -1.41630 -0.466 -1.827 0.382
C 2.17285 0.63702 0.59276 0.340 0.430 -3.036
C -1.17107 -0.54118 -0.32437 0.592 -0.142 0.072
O 2.26895 0.64143 1.83730 -0.558 -0.535 1.514
F -1.92927 1.40230 -1.35332 0.786 -0.408 -0.172
F 1.24188 -0.28018 0.17180 1.017 0.505 1.172
F -1.39967 -0.14683 0.92161 -0.509 0.218 -0.474
F -0.67897 -1.79681 -0.25007 -0.498 1.217 -0.843
H -0.89379 -0.16872 -2.39509 -0.548 0.796 0.865
H 1.62521 0.01189 2.21568 -0.155 -0.256 0.520
```
Forces are in eV/Å.

Summary:
LUMO level (hartree): 0.0229
Frontier orbital gap (eV): 10.526
HOMO (eV): -9.904
Energy (a.u.): -590.0874
Strongest force on any atom (hartree/bohr): 0.060

=====

This record from the OMol25 dataset describes a cluster of 2 separate species, C3H2F4O in total in a non-equilibrium geometry. The level of theory is the ωB97M-V functional and the def2-TZVPD basis.

```
10
Properties=species:S:1:pos:R:3:forces:R:3
C 1.07473 -2.37660 1.89376 -0.314 0.119 -0.884
C 0.42399 -1.93035 0.98081 0.498 -0.656 1.698
C -0.22205 1.46891 -0.75154 0.831 2.610 0.331
O -1.18312 0.75115 -1.26475 -2.701 -0.114 -2.587
F -0.43093 -1.44414 0.17292 0.000 -0.359 -0.389
F 0.11491 0.90257 0.40027 0.953 0.109 -0.560
F -0.57775 2.76714 -0.36834 0.116 -1.219 -1.053
F 0.85653 1.63914 -1.62389 -1.297 -0.490 1.510
H 1.68554 -2.86941 2.63144 -0.253 0.370 -0.413
H -1.74186 1.09160 -2.07067 2.166 -0.371 2.347
```
Forces are in eV/Å.

Summary:
LUMO level (hartree): 0.0123
Frontier orbital gap (eV): 10.755
HOMO (eV): -10.422
Energy (a.u.): -590.1166
Strongest force on any atom (hartree/bohr): 0.073

=====

This record from the OMol25 dataset describes a structure of composition C3H2FMnO2 in a non-equilibrium geometry. The level of theory is the ωB97M-V functional and the def2-TZVPD basis.

```
9
Properties=species:S:1:pos:R:3:forces:R:3
F 1.69615 2.39848 -1.07855 0.396 0.104 -0.159
O -0.19470 -1.38000 -0.57151 0.749 -0.128 0.078
O -2.42414 -0.82670 -0.73056 1.131 0.225 0.646
C 0.60913 -0.48058 0.31389 0.105 -0.633 0.401
C -0.60777 0.27163 0.60145 0.099 0.114 0.491
C -1.31583 -0.64855 -0.27794 -1.638 0.077 -0.832
H 1.08196 -1.03834 1.13998 -0.341 0.072 -0.182
H -0.90041 1.04697 1.30412 0.120 -0.192 -0.334
Mn 2.05560 0.65710 -0.70088 -0.620 0.361 -0.110
```
Forces are in eV/Å.

Summary:
LUMO level (spin up / spin down) (hartree): -0.0406 / -0.0661
Frontier orbital gap (spin up / spin down) (eV): 7.200 / 8.474
Multiplicity: 7
HOMO (spin up / spin down) (eV): -8.305 / -10.271
Energy (a.u.): -1516.7569
Strongest force on any atom (hartree/bohr): 0.036

=====

This record from the OMol25 dataset describes a cluster of 2 separate species, C3H2FN in total in a non-equilibrium geometry. The level of theory is the ωB97M-V functional and the def2-TZVPD basis.

```
7
Properties=species:S:1:pos:R:3:forces:R:3
C 0.43707 1.30135 -0.97235 1.076 2.485 -0.981
C 0.85754 2.36024 -1.40278 -1.808 -3.549 1.152
C -0.86683 -1.63109 1.04972 -0.143 2.200 -1.627
N -0.73077 -2.49212 1.78688 0.149 -0.085 0.377
F 1.03229 3.43894 -2.02265 0.676 1.396 -0.478
H 0.05180 0.38702 -0.61217 0.027 -0.349 0.341
H -0.78110 -3.36434 2.17336 0.022 -2.097 1.217
```
Forces are in eV/Å.

Summary:
LUMO level (hartree): 0.0391
Frontier orbital gap (eV): 11.156
HOMO (eV): -10.094
Energy (a.u.): -269.9744
Strongest force on any atom (hartree/bohr): 0.081